Entry from the Open Molecules 2025 dataset: a molecular structure, C29H21BClF4N6ORhS (ωB97M-V/def2-TZVPD).

```
65
Properties=species:S:1:pos:R:3
Rh 1.59 -0.36 -0.47
Cl 5.76 -4.81 2.94
C 5.12 -3.54 2.00
C 5.64 -3.32 0.71
C 5.12 -2.30 -0.04
C 4.05 -1.48 0.44
O 3.63 -0.54 -0.32
C 3.52 -1.75 1.77
C 2.45 -0.98 2.33
N 1.78 -0.11 1.59
C 0.98 0.90 2.02
C 0.56 1.16 3.32
C -0.25 2.27 3.58
C -0.62 3.14 2.58
C -0.15 2.96 1.26
C -0.41 3.83 0.19
C 0.16 3.57 -1.04
C 0.92 2.43 -1.24
N 1.13 1.55 -0.26
C 0.64 1.81 0.99
C 4.09 -2.76 2.52
H 6.39 -3.97 0.31
H 5.47 -2.12 -1.04
H 2.22 -1.12 3.39
H 0.84 0.49 4.12
H -0.61 2.44 4.59
H -1.26 3.99 2.79
H -1.03 4.70 0.34
H 0.01 4.25 -1.87
H 1.39 2.21 -2.18
H 3.70 -2.98 3.50
S 1.53 -0.39 -2.86
C -0.19 -0.24 -2.96
N -0.69 -0.15 -4.21
N -1.98 0.12 -4.37
C -2.77 1.05 -3.71
C -2.21 2.10 -2.99
C -3.04 3.01 -2.35
C -4.42 2.90 -2.44
C -4.97 1.86 -3.18
C -4.16 0.95 -3.82
N -0.97 -0.30 -1.89
N -0.40 -0.58 -0.74
C -1.26 -0.78 0.34
C -0.94 -1.75 1.30
C -1.79 -1.97 2.37
C -2.96 -1.23 2.49
C -3.30 -0.30 1.53
C -2.47 -0.08 0.44
H -2.38 -0.36 -5.16
H -1.14 2.21 -2.94
H -2.60 3.83 -1.79
H -5.06 3.61 -1.94
H -6.05 1.77 -3.25
H -4.59 0.13 -4.38
H -0.05 -2.35 1.17
H -1.53 -2.73 3.09
H -3.62 -1.40 3.34
H -4.22 0.26 1.62
H -2.72 0.64 -0.33
F 0.51 -4.42 -0.91
B 1.60 -3.97 -0.23
F 1.73 -2.49 -0.57
F 1.43 -4.00 1.15
F 2.79 -4.55 -0.62
```

## Properties
- spin multiplicity = 5
- gap between HOMO and LUMO (spin up / spin down) (eV) = 5.068 / 5.533
- ⟨S²⟩ = 6.078
- E_HOMO (spin up / spin down) (eV) = -5.8962 / -8.2930
- charge = 0
- LUMO level (spin up / spin down) (eV) = -0.83 / -2.76